No. 1
{"formula": "C24H45AsBrO4PbSi2", "method": "the ωB97M-V functional and the def2-TZVPD basis", "symbols": ["Pb", "C", "C", "C", "O", "C", "O", "O", "H", "H", "H", "H", "H", "H", "H", "C", "C", "C", "C", "C", "C", "C", "Br", "C", "O", "C", "C", "C", "C", "C", "C", "H", "H", "H", "H", "H", "H", "H", "H", "H", "H", "H", "H", "H", "H", "H", "H", "H", "H", "H", "H", "C", "Si", "C", "C", "As", "Si", "C", "C", "C", "H", "H", "H", "H", "H", "H", "H", "H", "H", "H", "H", "H", "H", "H", "H", "H", "H", "H"], "positions_angstrom": [[0.5731, 0.8120, -3.7569], [3.2990, 3.1679, -3.7489], [2.7249, 2.8756, -2.3714], [3.6084, 3.4317, -1.2708], [2.6497, 1.4297, -2.2573], [1.2913, 3.4486, -2.2872], [1.1178, 4.6164, -2.0776], [0.3277, 2.5872, -2.5308], [4.2978, 2.7434, -3.8368], [3.3520, 4.2431, -3.9016], [2.6783, 2.7512, -4.5459], [4.6149, 3.0252, -1.3591], [3.2118, 3.1910, -0.2862], [3.6476, 4.5136, -1.3522], [2.2608, 1.2507, -1.3833], [-5.7377, 0.9783, 1.1142], [-4.5446, 0.9534, 2.0690], [-4.5427, 2.2565, 2.8799], [-4.7002, -0.2426, 3.0184], [-3.2211, 0.8141, 1.3231], [-3.1358, 0.7230, -0.0543], [-1.8988, 0.5251, -0.6520], [-2.0320, 0.4637, -2.5786], [-0.7028, 0.4080, 0.0551], [0.4954, 0.0100, -0.4840], [-0.7630, 0.6898, 1.4404], [-2.0178, 0.8148, 2.0204], [0.4478, 0.9222, 2.3599], [1.7154, 1.3342, 1.6170], [0.7271, -0.3376, 3.1850], [0.1235, 2.0895, 3.3127], [-6.6578, 1.0700, 1.6894], [-5.8068, 0.0625, 0.5285], [-5.6917, 1.8270, 0.4329], [-5.4900, 2.3649, 3.4067], [-4.4143, 3.1197, 2.2292], [-3.7486, 2.2725, 3.6235], [-5.6340, -0.1582, 3.5733], [-3.8869, -0.2907, 3.7408], [-4.7180, -1.1806, 2.4642], [-4.0130, 0.7946, -0.6759], [-2.0589, 0.9563, 3.0871], [2.1177, 0.5315, 1.0148], [2.4710, 1.6250, 2.3463], [1.5196, 2.1979, 0.9802], [1.0328, -1.1671, 2.5468], [-0.1525, -0.6476, 3.7469], [1.5305, -0.1456, 3.8960], [-0.2335, 2.9577, 2.7610], [1.0267, 2.3759, 3.8499], [-0.6215, 1.8295, 4.0605], [-2.5705, -2.6808, -1.3106], [-0.7671, -3.0738, -1.0635], [-0.3440, -3.2394, 0.7447], [-0.3748, -4.5625, -2.1160], [0.7328, -1.2772, -1.7826], [3.0520, -2.0118, -1.5098], [3.0473, -3.8770, -1.3485], [3.9222, -1.2727, -0.0402], [3.8319, -1.6097, -3.1614], [-3.1235, -3.5687, -0.9989], [-2.8115, -2.4955, -2.3555], [-2.9215, -1.8467, -0.7109], [-0.9276, -4.0433, 1.1928], [-0.5844, -2.3177, 1.2745], [0.7109, -3.4595, 0.9021], [-1.0195, -5.3779, -1.7878], [0.6488, -4.9076, -2.0409], [-0.6046, -4.3725, -3.1637], [2.5180, -4.2461, -0.4726], [4.0862, -4.2018, -1.2652], [2.6379, -4.3542, -2.2361], [3.3999, -1.4841, 0.8908], [4.0915, -0.2008, -0.1142], [4.8933, -1.7676, 0.0097], [3.4939, -2.3191, -3.9160], [4.9132, -1.7160, -3.0791], [3.6306, -0.6006, -3.5036]], "fmax_ha_per_bohr": 0.0132, "e_above_lowest_ev": 0.5160, "charge": 1, "total_energy_ha": -6823.98085, "gap_ev": 7.9, "spin_multiplicity": 1}


No. 2
{"formula": "C33H39AsCl2MnN3O4S3", "method": "the ωB97M-V functional and the def2-TZVPD basis", "symbols": ["Mn", "S", "C", "C", "C", "C", "C", "C", "N", "C", "C", "C", "C", "C", "C", "C", "H", "H", "H", "H", "H", "H", "H", "H", "C", "As", "C", "C", "O", "H", "H", "H", "H", "H", "H", "H", "H", "H", "C", "C", "S", "O", "C", "C", "H", "H", "H", "H", "H", "H", "H", "H", "H", "H", "S", "C", "C", "C", "N", "C", "C", "C", "C", "C", "N", "C", "C", "H", "H", "H", "H", "H", "H", "H", "H", "C", "H", "H", "H", "Cl", "C", "Cl", "C", "O", "O", "H"], "positions_angstrom": [[-0.5494, 0.3949, 1.0261], [-2.2488, 0.3408, 5.3781], [-0.5279, 0.2562, 5.6354], [0.1525, 0.3135, 6.8345], [1.5331, 0.1887, 6.8140], [2.2036, 0.0088, 5.6083], [1.5272, -0.0305, 4.4076], [0.1361, 0.1091, 4.3933], [-0.6776, 0.0980, 3.3084], [-1.9579, 0.1941, 3.6430], [-2.9841, 0.2523, 2.6634], [-4.3465, 0.2923, 2.9972], [-5.2915, 0.4199, 2.0028], [-4.8853, 0.5484, 0.6821], [-3.5298, 0.5315, 0.3603], [-2.5397, 0.3374, 1.3130], [-0.3829, 0.4620, 7.7609], [2.0884, 0.2250, 7.7408], [3.2772, -0.1043, 5.6110], [2.0491, -0.1810, 3.4775], [-4.6386, 0.2313, 4.0384], [-6.3435, 0.4412, 2.2527], [-5.6230, 0.6706, -0.1027], [-3.2452, 0.7089, -0.6695], [1.8609, 3.4556, -0.8503], [0.0915, 3.5884, 0.0677], [-0.9567, 3.6377, -1.7294], [-0.4482, 5.5056, 0.3689], [-0.9005, 2.2610, 0.5687], [1.7640, 3.2624, -1.9167], [2.4252, 2.6486, -0.3972], [2.4058, 4.3856, -0.6996], [-0.3999, 4.1532, -2.5118], [-1.9105, 4.1474, -1.5877], [-1.1634, 2.6182, -2.0507], [-0.2787, 6.0854, -0.5377], [0.0972, 5.9506, 1.1979], [-1.5153, 5.4923, 0.6022], [-2.1173, -4.5294, 1.5433], [-0.8864, -4.6059, 0.6627], [-0.6443, -2.9279, -0.1215], [-0.6074, -1.9741, 1.0145], [1.0993, -3.1619, -0.6919], [1.1182, -3.4935, -2.1712], [-2.3607, -5.4980, 1.9734], [-2.9715, -4.1796, 0.9697], [-1.9414, -3.8217, 2.3472], [-1.0323, -5.2929, -0.1712], [-0.0036, -4.8934, 1.2301], [1.5945, -3.9274, -0.0978], [1.5881, -2.2099, -0.4892], [0.6663, -4.4633, -2.3632], [2.1416, -3.5195, -2.5352], [0.5775, -2.7456, -2.7450], [-0.5570, 0.2054, -5.8316], [-0.6006, 0.1130, -4.0577], [0.4777, 0.5604, -3.2880], [0.4651, 0.3377, -1.9335], [-0.5381, -0.2782, -1.2758], [-1.5731, -0.6985, -2.0300], [-1.6480, -0.5357, -3.3914], [0.7367, -1.0135, -6.0010], [0.4409, -2.3756, -5.9380], [1.4899, -3.2693, -5.9739], [2.7706, -2.9143, -6.0543], [3.0374, -1.6129, -6.1041], [2.0746, -0.6256, -6.0879], [1.3136, 1.0593, -3.7541], [1.3063, 0.6622, -1.3329], [-2.3593, -1.2154, -1.4983], [-2.4926, -0.9092, -3.9517], [-0.5828, -2.7133, -5.8736], [1.3094, -4.3370, -5.9491], [4.0882, -1.3591, -6.1709], [2.3400, 0.4187, -6.1491], [0.9741, 3.6040, 1.9377], [0.2349, 3.9557, 2.6631], [1.8447, 4.2632, 1.9706], [1.2554, 2.5868, 2.2053], [4.5332, 1.0948, -0.3937], [3.7883, 0.9341, 1.2119], [4.9949, 0.3830, 2.3752], [2.5941, -0.0953, 1.0738], [2.8632, -1.2803, 1.0383], [1.4842, 0.4788, 0.9871], [3.4428, 1.9208, 1.5240]], "fmax_ha_per_bohr": 0.0403, "charge": -1, "total_energy_ha": -7247.87412, "gap_ev": [4.7, 6.2], "spin_multiplicity": 6}


No. 3
{"formula": "C4H5ClO2", "method": "the ωB97M-V functional and the def2-TZVPD basis", "symbols": ["C", "C", "C", "C", "O", "O", "Cl", "H", "H", "H", "H", "H"], "positions_angstrom": [[-2.2954, -1.4529, 0.4078], [-2.7864, -0.4052, 0.0606], [-0.0483, -0.2231, -0.8682], [0.1047, 0.5501, 0.4067], [-1.8777, -2.7018, 0.5968], [0.4137, -1.3039, -0.9572], [-3.2668, 1.1871, 0.0201], [-0.3755, 0.4198, -1.7662], [-0.3751, 0.0583, 1.2715], [-0.2408, 1.5813, 0.2357], [1.1462, 0.6045, 0.6283], [-0.8832, -2.8706, 0.3296]], "fmax_ha_per_bohr": 0.0588, "e_above_lowest_ev": 2.5474, "smiles": "OC#CCl.CC=O", "total_energy_ha": -765.95980, "gap_ev": 10.2, "spin_multiplicity": 1}


No. 4
{"formula": "C21H49N7O7Y", "method": "the ωB97M-V functional and the def2-TZVPD basis", "symbols": ["Y", "C", "C", "O", "N", "C", "H", "H", "H", "H", "H", "H", "H", "C", "C", "O", "N", "C", "H", "H", "H", "H", "H", "H", "H", "C", "C", "O", "N", "C", "H", "H", "H", "H", "H", "H", "H", "C", "C", "O", "N", "C", "H", "H", "H", "H", "H", "H", "H", "C", "C", "O", "N", "C", "H", "H", "H", "H", "H", "H", "H", "C", "C", "O", "N", "C", "H", "H", "H", "H", "H", "H", "H", "C", "C", "O", "N", "C", "H", "H", "H", "H", "H", "H", "H"], "positions_angstrom": [[0.1025, -0.3271, 0.8211], [-2.7200, 1.8719, 3.4872], [-2.8715, 1.4009, 2.0287], [-1.8836, 0.8668, 1.5010], [-4.0010, 1.5973, 1.4395], [-4.2883, 1.2907, 0.0045], [-2.5517, 1.0625, 4.1976], [-3.5279, 2.5476, 3.7681], [-1.8050, 2.4140, 3.7259], [-4.6061, 2.1565, 2.0236], [-4.3934, 2.1833, -0.6123], [-5.2226, 0.7377, -0.0922], [-3.4400, 0.7674, -0.4366], [0.6937, -1.7058, -3.5930], [1.2145, -0.7080, -2.5367], [0.7170, -0.6679, -1.4368], [2.1550, 0.1594, -2.8009], [2.6427, 0.5947, -4.1356], [0.6395, -2.7049, -3.1607], [1.4391, -1.8172, -4.3805], [-0.2717, -1.4131, -4.0058], [2.3249, 0.8236, -2.0592], [1.7325, 0.8617, -4.6725], [3.2807, -0.0272, -4.7636], [3.2679, 1.4853, -4.0718], [1.5084, 2.6597, 4.0380], [1.0071, 2.6295, 2.5546], [0.7937, 1.4996, 2.0475], [0.6496, 3.7298, 1.9262], [0.7618, 5.0528, 2.5187], [1.4632, 1.6980, 4.5491], [0.8474, 3.3106, 4.6102], [2.5332, 3.0135, 4.1504], [0.3864, 3.7478, 0.9513], [0.5224, 5.9042, 1.8815], [1.7306, 5.2466, 2.9792], [-0.0092, 5.0569, 3.2891], [4.0565, -1.4232, 3.1213], [3.4547, -1.2908, 1.7423], [2.2854, -0.8687, 1.5898], [4.2172, -1.9069, 0.8313], [3.8705, -2.2221, -0.5762], [4.3935, -0.4098, 3.3394], [4.9424, -2.0581, 3.1350], [3.4206, -1.8180, 3.9136], [5.1822, -2.1563, 0.9945], [3.9379, -3.2731, -0.8574], [4.4558, -1.6102, -1.2625], [2.8274, -1.9301, -0.6977], [-3.7289, -2.2343, 0.9111], [-2.8336, -1.9592, -0.2969], [-1.7876, -1.2497, -0.1662], [-3.3727, -2.2628, -1.4467], [-2.9868, -1.6688, -2.7272], [-3.5618, -1.3938, 1.5846], [-3.3130, -3.1450, 1.3422], [-4.7811, -2.4153, 0.6914], [-4.3149, -2.6141, -1.3521], [-2.9428, -2.4131, -3.5223], [-2.0576, -1.1098, -2.6175], [-3.7821, -1.0013, -3.0589], [-0.6159, -4.3063, -0.9704], [0.3140, -3.8515, 0.0933], [0.4450, -2.6551, 0.4116], [1.0517, -4.8060, 0.6725], [2.0749, -4.5859, 1.6795], [-0.2077, -5.1629, -1.5070], [-0.7524, -3.4798, -1.6678], [-1.5863, -4.5510, -0.5386], [1.0449, -5.7278, 0.2598], [2.0011, -3.5833, 2.1007], [3.0788, -4.6204, 1.2563], [2.0373, -5.4071, 2.3952], [-1.9052, 2.6126, -2.2279], [-0.6607, 2.5279, -1.3658], [-0.5046, 1.5918, -0.5791], [0.2790, 3.4364, -1.4667], [0.3323, 4.4434, -2.5082], [-2.5281, 3.3742, -1.7588], [-2.4673, 1.6820, -2.1488], [-1.8734, 2.9260, -3.2714], [0.9860, 3.4082, -0.7459], [-0.1157, 4.1301, -3.4512], [1.3489, 4.6868, -2.8169], [-0.1792, 5.3530, -2.1937]], "fmax_ha_per_bohr": 0.0765, "charge": 3, "total_energy_ha": -1777.33719, "gap_ev": 10.5, "spin_multiplicity": 1}


Q: Number 2 is which compound?
A: C33H39AsCl2MnN3O4S3